(1)
# C45H50N7P2Sr

C45H50N7P2Sr as an isolated structure at a distorted geometry (ωB97M-V/def2-TZVPD, the OMol25 dataset).

Geometry as XYZ:
```
105
Properties=species:S:1:pos:R:3
Sr -0.974 -1.666 -0.955
C -2.890 -3.386 0.752
C -3.613 -2.145 0.126
N -2.917 -0.847 0.445
C -3.555 0.340 -0.275
C -3.699 -0.164 -1.725
C -4.891 -0.546 -2.296
C -4.871 -1.565 -3.261
C -3.667 -2.183 -3.595
C -2.489 -1.625 -3.069
C -1.089 -2.067 -3.694
N -0.074 -2.756 -2.770
C -0.663 -4.084 -2.323
C -1.898 -3.755 -1.410
N -1.568 -3.634 0.025
N -2.494 -0.556 -2.244
H -3.561 -4.229 0.620
H -2.716 -3.244 1.817
H -4.656 -2.150 0.447
H -3.683 -2.335 -0.958
H -2.996 -0.717 1.450
H -2.871 1.180 -0.194
H -4.530 0.593 0.136
H -5.826 -0.132 -1.935
H -5.804 -1.933 -3.673
H -3.637 -3.093 -4.171
H -0.630 -1.156 -4.074
H -1.347 -2.704 -4.532
H 0.773 -2.891 -3.309
H 0.069 -4.676 -1.773
H -1.000 -4.676 -3.167
H -2.745 -4.395 -1.624
H -2.209 -2.768 -1.762
H -1.123 -4.490 0.333
C 2.774 -1.183 -1.221
P 3.705 0.406 -1.506
C 2.404 1.712 -1.635
C 2.877 2.975 -1.998
C 2.021 4.058 -2.176
C 0.648 3.896 -2.016
C 0.161 2.651 -1.654
C 1.031 1.582 -1.462
C 4.363 0.836 0.155
C 5.745 0.811 0.324
C 6.320 1.110 1.561
C 5.509 1.447 2.635
C 4.125 1.477 2.478
C 3.559 1.170 1.252
C 2.310 -1.501 0.166
C 3.081 -1.949 1.222
C 2.229 -1.943 2.351
C 0.992 -1.513 1.896
C -0.125 -1.059 2.799
P -0.115 0.791 2.997
C 0.153 1.019 4.802
C 0.856 2.160 5.184
C 1.088 2.444 6.527
C 0.623 1.580 7.507
C -0.073 0.431 7.140
C -0.307 0.158 5.800
C -1.930 1.193 2.956
C -2.309 2.400 2.363
C -3.636 2.833 2.395
C -4.608 2.054 3.006
C -4.252 0.838 3.589
C -2.927 0.422 3.571
N 1.039 -1.254 0.564
H 3.467 -1.954 -1.573
H 1.952 -1.136 -1.931
H 3.947 3.114 -2.131
H 2.427 5.030 -2.433
H -0.027 4.733 -2.165
H -0.908 2.511 -1.517
H 0.604 0.650 -1.141
H 6.381 0.557 -0.520
H 7.397 1.083 1.680
H 5.951 1.682 3.597
H 3.487 1.731 3.318
H 2.479 1.175 1.157
H 4.135 -2.203 1.194
H 2.485 -2.216 3.372
H -1.109 -1.342 2.401
H 0.033 -1.518 3.772
H 1.227 2.837 4.418
H 1.638 3.337 6.804
H 0.801 1.796 8.554
H -0.431 -0.254 7.901
H -0.858 -0.740 5.540
H -1.548 3.016 1.890
H -3.904 3.785 1.951
H -5.636 2.393 3.044
H -5.004 0.230 4.078
H -2.658 -0.507 4.068
C 2.138 2.758 -6.049
N 2.092 1.423 -5.443
C 3.077 0.459 -5.496
C 2.623 -0.573 -4.739
N 1.376 -0.270 -4.211
C 1.100 0.934 -4.675
H 2.865 2.753 -6.854
H 2.423 3.502 -5.307
H 1.162 3.009 -6.455
H 3.994 0.605 -6.048
H 3.123 -1.509 -4.532
H 0.213 1.516 -4.454
```

Summary:
Maximum force, eV Å⁻¹: 10.1
Net charge: +1
Frontier orbital gap, eV: 4.8284
Energy relative to the best compared isomer or geometry (same formula, charge and spin), kcal per mole: 105.9

---

(2)
# C45H51BN7O17S

A 7-piece molecular cluster, C45H51BN7O17S overall at a distorted geometry (ωB97M-V/def2-TZVPD, the OMol25 dataset).

Geometry as XYZ:
```
122
Properties=species:S:1:pos:R:3
C -4.767 -7.088 -9.230
C -4.904 -5.584 -9.116
O -3.708 -4.982 -8.556
B -2.855 -4.336 -9.395
O -2.816 -4.607 -10.751
C -1.897 -3.185 -8.840
C -0.952 -3.529 -7.679
C -0.461 -2.173 -7.140
N -1.311 -1.155 -7.839
C -2.547 -1.848 -8.427
C -3.749 -1.853 -7.495
C -3.521 -2.406 -6.082
C -4.651 -2.043 -5.115
S -5.966 -3.247 -4.955
O -5.607 -4.130 -3.890
O -7.216 -2.568 -4.981
O -5.901 -4.064 -6.324
H -5.746 -7.535 -9.399
H -4.354 -7.496 -8.306
H -4.100 -7.367 -10.048
H -5.129 -5.141 -10.087
H -5.730 -5.330 -8.456
H -2.439 -5.461 -10.983
H -1.258 -2.918 -9.694
H -1.475 -4.040 -6.872
H -0.147 -4.196 -7.981
H -0.676 -2.184 -6.074
H 0.602 -1.952 -7.213
H -1.448 -0.279 -7.333
H -0.785 -0.883 -8.669
H -2.766 -1.289 -9.338
H -4.163 -0.842 -7.432
H -4.507 -2.456 -8.002
H -3.382 -3.487 -6.132
H -2.602 -1.992 -5.662
H -4.255 -1.981 -4.100
H -5.110 -1.082 -5.347
H -5.064 -4.551 -6.390
C 3.141 -1.601 -1.680
C 3.810 -2.350 -2.641
C 3.102 -3.067 -3.591
C 1.719 -3.010 -3.556
C 1.026 -2.276 -2.607
C 1.751 -1.570 -1.664
N 0.963 -3.753 -4.567
O 1.575 -4.409 -5.385
O -0.257 -3.665 -4.558
H 3.698 -1.049 -0.937
H 4.891 -2.379 -2.647
H 3.607 -3.658 -4.340
H -0.054 -2.269 -2.604
H 1.231 -0.999 -0.907
C 4.279 0.929 -10.766
C 4.413 2.027 -9.927
C 3.461 2.279 -8.952
C 2.387 1.414 -8.840
C 2.233 0.316 -9.669
C 3.190 0.076 -10.640
N 1.392 1.683 -7.793
O 1.547 2.651 -7.096
O 0.445 0.907 -7.667
H 5.027 0.736 -11.523
H 5.260 2.689 -10.028
H 3.548 3.128 -8.291
H 1.385 -0.342 -9.560
H 3.088 -0.777 -11.296
C 1.319 3.781 3.239
C 0.490 2.673 3.365
C 0.878 1.456 2.827
C 2.093 1.382 2.170
C 2.932 2.473 2.026
C 2.532 3.683 2.570
N 2.516 0.088 1.612
O 1.762 -0.858 1.726
O 3.600 0.031 1.059
H 1.016 4.725 3.672
H -0.451 2.756 3.886
H 0.254 0.579 2.919
H 3.873 2.373 1.507
H 3.173 4.549 2.475
C 0.764 -1.107 8.873
C -0.074 -1.126 7.765
C -0.429 0.059 7.141
C 0.070 1.245 7.650
C 0.904 1.293 8.753
C 1.250 0.098 9.363
N -0.287 2.507 6.986
O -1.014 2.451 6.009
O 0.170 3.537 7.436
H 1.041 -2.033 9.360
H -0.453 -2.065 7.385
H -1.081 0.067 6.280
H 1.276 2.239 9.116
H 1.900 0.104 10.227
C 2.274 9.051 8.472
C 1.439 8.019 8.065
C 1.778 6.701 8.332
C 2.959 6.455 9.009
C 3.810 7.463 9.421
C 3.457 8.775 9.145
N 3.316 5.056 9.309
O 2.554 4.196 8.914
O 4.339 4.847 9.927
H 2.001 10.078 8.264
H 0.519 8.237 7.541
H 1.146 5.880 8.025
H 4.723 7.224 9.945
H 4.106 9.581 9.459
C -1.422 2.471 14.425
C -2.233 1.363 14.632
C -1.877 0.132 14.105
C -0.703 0.042 13.379
C 0.119 1.131 13.157
C -0.251 2.357 13.687
N -0.312 -1.268 12.825
O -1.058 -2.206 13.008
O 0.735 -1.329 12.211
H -1.704 3.429 14.842
H -3.145 1.455 15.206
H -2.492 -0.743 14.252
H 1.026 1.019 12.583
H 0.378 3.221 13.526
```

Summary:
Maximum force, eV Å⁻¹: 1.3
Net charge: +1
Frontier orbital gap, eV: 7.5602

---

(3)
# C45H51F5N4O29S2

A 11-piece molecular cluster, C45H51F5N4O29S2 overall at a distorted geometry (ωB97M-V/def2-TZVPD, the OMol25 dataset).

Geometry as XYZ:
```
136
Properties=species:S:1:pos:R:3
O -2.114 -6.838 -1.911
N -1.326 -6.921 -2.878
O -1.254 -7.923 -3.537
C -0.495 -5.709 -3.096
C -1.045 -4.519 -2.749
C -0.451 -3.311 -3.085
C 0.765 -3.339 -3.791
C 1.373 -4.540 -4.202
C 0.666 -5.772 -3.899
H -2.015 -4.455 -2.280
H -1.025 -2.405 -2.960
H 1.366 -2.473 -4.027
H 2.358 -4.567 -4.645
H 1.130 -6.747 -3.920
O -0.636 4.740 -1.296
N -0.016 4.732 -2.313
O 0.969 4.021 -2.397
C -0.452 5.541 -3.468
C 0.488 6.048 -4.431
C 0.086 6.748 -5.572
C -1.269 6.994 -5.647
C -2.144 6.653 -4.645
C -1.705 5.985 -3.544
H 1.543 5.818 -4.407
H 0.753 7.063 -6.360
H -1.584 7.591 -6.490
H -3.139 7.061 -4.744
H -2.246 5.959 -2.610
O 0.202 -3.712 0.316
N 1.361 -3.225 0.196
O 1.933 -2.900 -0.843
C 2.160 -3.168 1.385
C 1.547 -3.553 2.625
C 2.283 -3.433 3.834
C 3.546 -2.923 3.796
C 4.205 -2.761 2.517
C 3.475 -2.724 1.384
H 0.523 -3.830 2.826
H 1.890 -3.826 4.760
H 4.083 -2.763 4.720
H 5.258 -2.528 2.472
H 3.962 -2.584 0.430
O -0.754 -6.411 6.980
N -1.964 -6.159 6.737
O -2.932 -6.553 7.376
C -2.293 -5.226 5.662
C -3.457 -5.395 4.873
C -3.703 -4.700 3.777
C -2.944 -3.610 3.556
C -1.782 -3.334 4.342
C -1.404 -4.136 5.361
H -4.206 -6.148 5.072
H -4.663 -4.764 3.287
H -3.239 -2.925 2.775
H -1.103 -2.534 4.084
H -0.489 -4.006 5.920
O 4.106 -0.058 -0.986
C 4.311 -0.325 -2.173
O 3.743 -1.393 -2.812
C 3.819 -1.092 -4.219
C 5.163 -0.412 -4.290
F 5.123 0.392 -5.392
O 5.044 0.378 -3.047
H 3.784 -1.865 -4.987
H 3.040 -0.338 -4.335
H 5.928 -1.182 -4.381
O -7.162 -4.356 1.472
C -6.129 -4.073 1.022
O -5.094 -4.950 0.920
C -4.067 -4.328 0.191
C -4.854 -3.214 -0.564
F -5.464 -3.742 -1.647
O -5.793 -2.928 0.484
H -3.207 -4.030 0.790
H -3.664 -5.115 -0.446
H -4.253 -2.356 -0.866
O 6.174 7.012 0.164
C 6.018 5.794 0.045
O 6.909 4.935 0.527
C 6.591 3.644 0.181
C 5.197 3.718 -0.277
F 4.385 3.241 0.634
O 4.977 5.102 -0.451
H 7.183 3.367 -0.691
H 6.702 2.984 1.042
H 4.875 3.371 -1.259
O -1.225 0.948 6.842
C -1.340 0.740 5.638
O -0.476 -0.037 4.930
C -0.843 0.134 3.595
C -2.200 0.806 3.584
F -3.114 -0.192 3.597
O -2.183 1.414 4.812
H -0.177 0.837 3.094
H -0.859 -0.772 2.990
H -2.510 1.477 2.783
O 0.888 -1.521 -7.337
C 0.257 -0.836 -6.544
O -1.044 -1.095 -6.164
C -1.543 0.002 -5.350
C -0.211 0.672 -4.956
F 0.167 0.156 -3.787
O 0.717 0.206 -5.942
H -2.169 0.683 -5.927
H -2.107 -0.310 -4.471
H -0.308 1.752 -4.845
C 1.479 1.920 -0.129
C 0.664 0.654 -0.579
O -0.373 0.204 0.394
S -1.922 -0.174 -0.083
C -2.749 1.450 -0.460
O -1.758 -0.972 -1.313
O -2.613 -0.693 1.134
H 2.194 1.874 0.693
H 0.724 2.677 0.084
H 2.025 2.254 -1.011
H -0.040 0.908 -1.372
H 1.173 -0.225 -0.973
H -3.628 1.378 0.181
H -2.867 1.506 -1.542
H -2.176 2.298 -0.086
C -3.076 5.097 5.085
C -1.957 5.302 3.975
O -0.976 4.274 4.201
S 0.349 4.195 3.165
C 1.297 5.785 3.471
O 1.073 2.990 3.513
O -0.252 4.299 1.792
H -3.751 5.949 5.003
H -2.599 4.920 6.048
H -3.588 4.169 4.832
H -2.408 4.994 3.032
H -1.565 6.319 3.954
H 2.208 5.518 2.936
H 1.440 5.932 4.541
H 0.486 6.351 3.012
```

Summary:
Maximum force, eV Å⁻¹: 4.9
SMILES: O=[N+]([O-])c1ccccc1.O=[N+]([O-])c1ccccc1.O=[N+]([O-])c1ccccc1.O=[N+]([O-])c1ccccc1.O=C1OC[C@@H](F)O1.O=C1OC[C@@H](F)O1.O=C1OC[C@@H](F)O1.O=C1OC[C@@H](F)O1.O=C1OC[C@@H](F)O1.CCOS(C)(=O)=O.CCOS(C)(=O)=O
Net charge: 0
Frontier orbital gap, eV: 8.2484

---

(4)
# C45H51N9O15

A 9-piece molecular cluster, C45H51N9O15 overall at a distorted geometry (ωB97M-V/def2-TZVPD, the OMol25 dataset).

Geometry as XYZ:
```
120
Properties=species:S:1:pos:R:3
O 52.272 13.495 26.907
N 52.134 12.437 27.651
O 51.716 12.494 28.830
C 52.792 11.221 27.279
C 53.856 11.237 26.155
C 54.363 9.914 25.581
C 54.163 8.635 26.440
C 53.356 8.629 27.554
C 52.406 9.921 28.022
H 54.054 12.310 25.793
H 54.925 9.909 24.468
H 54.701 7.874 25.978
H 53.213 7.873 28.158
H 51.770 9.904 28.809
O 49.840 9.394 33.533
N 50.886 10.039 33.424
O 51.177 10.652 32.447
C 51.421 10.493 34.770
C 52.432 11.715 34.929
C 52.718 12.328 36.322
C 52.097 11.459 37.537
C 51.406 10.249 37.357
C 51.081 9.781 36.020
H 52.737 12.037 33.997
H 53.372 13.148 36.467
H 52.263 11.925 38.592
H 51.038 9.701 38.245
H 50.393 8.908 35.891
O 51.023 2.615 28.312
N 50.297 1.957 27.548
O 49.359 1.325 27.816
C 50.572 2.034 26.055
C 49.656 1.620 24.980
C 50.127 1.870 23.467
C 51.701 2.111 23.225
C 52.500 2.407 24.295
C 51.976 2.401 25.728
H 48.725 1.486 25.270
H 49.460 1.571 22.654
H 52.053 2.149 22.244
H 53.422 2.705 24.016
H 52.675 2.541 26.606
O 51.709 4.667 35.650
N 51.909 5.680 34.966
O 52.426 6.817 35.377
C 52.085 5.464 33.510
C 52.460 6.561 32.543
C 53.021 6.022 31.189
C 52.654 4.684 30.633
C 52.135 3.779 31.492
C 51.759 4.101 32.878
H 52.408 7.436 32.799
H 53.252 6.782 30.458
H 53.106 4.118 29.781
H 51.853 2.846 30.984
H 51.318 3.307 33.562
O 48.280 8.022 36.939
N 47.583 7.755 37.936
O 47.201 8.566 38.659
C 47.822 6.399 38.423
C 47.055 5.929 39.637
C 47.203 4.422 40.104
C 48.197 3.553 39.306
C 49.019 4.001 38.260
C 48.794 5.479 37.812
H 46.352 6.596 40.071
H 46.554 4.014 40.799
H 48.159 2.645 39.657
H 49.769 3.239 37.884
H 49.504 5.847 37.065
O 44.135 5.432 29.648
N 45.254 4.919 30.017
O 45.402 3.619 30.161
C 46.396 5.777 30.342
C 46.587 7.125 29.830
C 47.815 7.960 29.954
C 48.892 7.359 30.904
C 48.779 6.113 31.460
C 47.604 5.181 31.337
H 45.805 7.421 29.200
H 47.870 9.019 29.695
H 49.749 7.889 30.925
H 49.652 5.814 32.360
H 47.773 4.171 31.904
C 56.159 4.049 28.174
N 55.969 2.566 28.048
C 56.339 2.114 26.715
C 55.381 1.743 28.975
O 55.256 0.549 28.881
H 54.995 4.680 28.170
H 56.605 4.360 27.319
H 56.818 4.279 29.072
H 57.078 2.832 26.225
H 55.448 1.841 26.063
H 56.769 1.192 26.950
H 55.132 2.398 29.918
C 47.191 1.344 32.694
N 48.617 1.338 32.288
C 48.872 1.611 30.868
C 49.575 1.056 33.112
O 50.836 1.055 32.745
H 46.765 0.361 32.877
H 46.495 1.724 32.064
H 47.055 2.028 33.574
H 48.043 2.132 30.300
H 48.979 0.769 30.367
H 49.694 2.163 30.609
H 49.179 0.619 34.114
C 54.480 1.406 32.949
N 55.666 1.966 32.365
C 55.802 3.404 32.467
C 56.658 1.032 32.020
O 57.820 1.240 31.662
H 54.731 1.504 34.039
H 54.297 0.427 32.530
H 53.480 1.919 32.740
H 55.167 3.957 31.603
H 56.619 3.896 32.252
H 55.258 3.827 33.392
H 56.381 -0.155 32.241
```

Summary:
Maximum force, eV Å⁻¹: 15.5
SMILES: O=[N+]([O-])c1ccccc1.O=[N+]([O-])c1ccccc1.O=[N+]([O-])c1ccccc1.O=[N+]([O-])c1ccccc1.O=[N+]([O-])c1ccccc1.O=[N+]([O-])c1ccccc1.CN(C)C=O.CN(C)C=O.CN(C)C=O
Net charge: 0
Frontier orbital gap, eV: 7.4024
Energy relative to the best compared isomer or geometry (same formula, charge and spin), kcal per mole: 593.4

---

| no. | HOMO level (eV) | calculated total energy (eV) |
| --- | --- | --- |
| 1 | -8.2 | -77313.43272 |
| 2 | -10.9 | -104222.74087 |
| 3 | -9.4 | -148071.14851 |
| 4 | -8.9 | -91572.69176 |